[1]
# C11H19ClFN2O6S

A 2-piece molecular cluster, C11H19ClFN2O6S overall (ωB97M-V/def2-TZVPD, the OMol25 dataset).

```
41
Properties=species:S:1:pos:R:3:nbo_charge:R:1
Cl -3.11 0.80 -0.78 -0.065
S 2.91 2.72 -0.27 -0.066
F 1.21 -0.65 -3.50 -0.324
O -3.92 3.89 -0.34 -0.753
O 1.05 -2.25 2.70 -0.557
O -3.75 3.76 -2.58 -0.731
O -1.39 0.13 -3.31 -0.527
O 1.54 -1.13 -1.35 -0.587
O -0.47 -4.78 2.72 -0.551
N -1.45 2.23 -2.34 -0.505
N 0.38 0.77 -1.97 -0.740
C 0.58 -5.34 3.48 -0.252
C 1.05 -0.42 -2.18 0.995
C -0.91 0.97 -2.61 0.836
C -2.38 2.38 -1.20 -0.122
C -3.50 3.46 -1.42 0.733
C -0.55 3.38 -2.42 -0.220
C 0.44 3.65 -1.26 -0.455
C 1.91 3.40 -1.63 -0.512
C -0.94 -3.54 3.23 -0.087
C 1.81 -2.72 1.59 -0.263
C -0.35 -2.35 2.50 -0.092
H 1.73 -2.03 0.75 0.202
H 0.21 -5.72 4.44 0.159
H 2.85 -2.77 1.92 0.179
H 1.49 -3.71 1.28 0.171
H -1.22 4.23 -2.55 0.249
H -1.84 2.67 -0.30 0.186
H 2.40 4.34 -1.92 0.213
H -0.72 -3.46 4.30 0.166
H -0.80 -1.44 2.90 0.187
H 0.31 0.93 -0.97 0.416
H 1.37 -4.61 3.67 0.181
H 0.33 4.69 -0.96 0.220
H 0.18 3.07 -0.38 0.212
H 0.01 3.27 -3.36 0.198
H -0.58 -2.41 1.44 0.183
H 1.99 2.72 -2.47 0.228
H -2.03 -3.52 3.10 0.186
H 0.99 -6.17 2.90 0.186
H 3.18 1.54 -0.83 0.126
```

As for the relative energy (zero: lowest compared OMol25 entry of this formula, charge and spin): 0.0 kcal per mole. The lowest unoccupied orbital energy is 2.484 eV. The value obtained for the frontier orbital gap is 7.58 eV. The HOMO energy comes out at -5.1 eV. Its net charge is -1. The molar mass is 361.8 g/mol.

***

[2]
# C23H43N2OP3SW

C23H43N2OP3SW as an isolated structure (ωB97M-V/def2-TZVPD, the OMol25 dataset).

```
74
Properties=species:S:1:pos:R:3:mulliken_spin:R:1
W -0.06 -0.16 -0.63 1.038
S 2.25 -0.21 -0.83 0.372
P -0.56 -2.34 -1.51 -0.061
P 0.90 1.44 1.21 -0.009
P -1.41 -0.96 1.45 -0.013
O -6.02 3.61 -1.13 0.004
N -1.58 1.27 -1.11 0.001
N -4.60 5.28 -0.46 0.000
C 5.98 -0.19 0.58 0.000
C 2.02 0.61 2.42 0.011
C -0.15 -3.83 -0.49 0.017
C 0.64 0.56 -2.67 0.249
C -4.88 4.00 -0.86 0.002
C -0.12 2.58 2.20 -0.010
C 2.10 2.69 0.55 0.005
C -0.51 -2.09 2.60 0.016
C -1.35 2.61 -1.17 0.020
C 1.93 -0.25 -2.64 0.038
C -3.93 1.73 -1.25 -0.002
C 4.89 -2.27 1.32 0.006
C 5.93 -1.33 1.37 0.004
C 3.77 -1.94 0.59 0.024
C -2.85 -2.03 1.06 0.013
C -3.71 3.10 -1.05 0.009
C -2.26 0.13 2.66 -0.003
C 4.84 0.20 -0.08 0.028
C -2.37 3.54 -1.05 -0.006
C 3.76 -0.69 -0.04 0.021
C 0.36 -2.92 -2.98 0.042
C -2.87 0.86 -1.37 0.030
C -2.21 -2.68 -2.25 0.018
H 2.90 -2.55 0.55 0.009
H 2.72 3.00 1.41 -0.001
H 0.87 1.64 -2.88 -0.010
H 2.79 2.31 -0.21 -0.006
H 4.74 1.11 -0.64 -0.001
H -0.30 2.91 -1.23 0.002
H 4.90 -3.21 1.89 0.002
H 0.31 -2.15 -3.76 0.003
H -2.98 -0.48 3.23 0.000
H 0.29 3.59 2.04 -0.002
H 2.49 -0.30 2.04 -0.003
H 1.51 0.40 3.36 -0.001
H 1.56 3.54 0.12 0.002
H 0.93 -1.42 0.13 0.056
H -0.89 -4.06 0.28 -0.001
H -3.56 -1.50 0.42 0.002
H -2.56 -2.97 0.58 -0.003
H -0.11 -2.94 2.05 -0.002
H -5.41 5.84 -0.26 0.000
H -2.11 4.59 -0.95 0.000
H -2.11 -3.65 -2.78 0.001
H -3.36 -2.26 2.01 0.001
H 6.78 -1.57 1.99 0.000
H -0.09 -3.85 -3.33 0.002
H -0.17 0.25 -3.38 0.003
H 1.40 -3.09 -2.70 0.000
H 2.85 1.32 2.59 0.000
H 1.85 -1.23 -3.07 0.030
H 0.31 -1.56 3.10 -0.002
H 0.84 -3.71 -0.03 -0.003
H -4.95 1.31 -1.30 0.000
H -1.23 -2.44 3.35 0.005
H -1.57 0.61 3.36 0.000
H -3.02 -0.21 -1.56 -0.008
H -0.07 -4.67 -1.20 -0.001
H -2.83 0.91 2.14 0.001
H 2.88 0.13 -3.05 0.059
H -2.44 -1.88 -2.97 0.002
H -1.16 2.57 1.87 0.002
H -0.04 2.29 3.25 -0.001
H -3.76 5.46 0.07 0.000
H -3.02 -2.77 -1.52 -0.001
H 6.89 0.39 0.48 0.000
```

As for the relative energy (zero: lowest compared OMol25 entry of this formula, charge and spin): 65.0 kcal per mole. Its spin multiplicity is 3. The lowest unoccupied orbital energy (spin up / spin down) is -14.929 / -16.180 eV. The value obtained for the frontier orbital gap (spin up / spin down) is 4.44 / 3.18 eV. The HOMO energy (spin up / spin down) comes out at -19.4 / -19.4 eV. Its net charge is +4. The molar mass is 672.4 g/mol.

***

[3]
# C9H12Cl2F3NOW

C9H12Cl2F3NOW as an isolated structure (ωB97M-V/def2-TZVPD, the OMol25 dataset).

```
29
Properties=species:S:1:pos:R:3:nbo_charge:R:1
W 1.08 -1.29 -0.43 1.864
Cl 0.73 -3.62 -0.43 0.374
Cl 3.03 -0.70 -1.05 0.256
F -2.65 3.57 -3.51 -0.258
F -2.05 4.58 -1.68 -0.256
F -3.80 3.29 -1.69 -0.258
O 0.91 -1.26 1.44 -0.802
N -0.12 0.16 -0.93 -0.593
C -0.82 0.94 -0.01 0.075
C -0.23 0.50 -2.30 0.070
C -1.62 1.98 -0.40 -0.177
C 1.54 -1.56 4.40 -0.772
C 0.29 -2.60 -1.86 -0.608
C -1.71 2.30 -1.77 0.181
C -0.99 1.55 -2.71 -0.177
C -2.60 3.50 -2.20 0.963
C 2.32 -1.48 3.22 0.168
H 2.41 -1.61 5.13 0.449
H 0.32 -0.10 -3.01 0.260
H 0.95 -2.86 -2.70 0.334
H -0.71 0.70 1.04 0.249
H -1.05 1.78 -3.78 0.332
H 0.98 -2.49 4.55 0.309
H 2.85 -0.55 3.00 0.244
H -2.16 2.54 0.35 0.326
H 0.98 -0.67 4.67 0.313
H 2.80 -2.39 2.83 0.239
H -0.78 -2.67 -2.06 0.328
H 0.09 -1.55 1.90 0.566
```

As for the relative energy (zero: lowest compared OMol25 entry of this formula, charge and spin): 12.6 kcal per mole. The lowest unoccupied orbital energy is -18.710 eV. The value obtained for the frontier orbital gap is 6.38 eV. The HOMO energy comes out at -25.1 eV. Its net charge is +4. The molar mass is 461.9 g/mol.

***

| no. | electronic energy (hartree) |
| --- | --- |
| 1 | -1949.7977 |
| 2 | -2574.6224 |
| 3 | -1765.2917 |